# C18H19N3O7S

A single C18H19N3O7S molecule (wB97M-V/def2-TZVPD, the Open Molecules 2025 dataset).

Calculated values
SMILES string: NS(=O)(=O)c1cccc(NC(=O)COC(=O)CN2C(=O)[C@H]3CC=CC[C@H]3C2=O)c1
total charge: 0
maximum force: 0.79 eV Å⁻¹
relative energy (zero: lowest compared OMol25 entry of this formula, charge and spin): 2.5 kcal per mole
molecular weight: 421.43 g mol⁻¹
Kohn-Sham gap: 9.46 eV
E_tot: -1786.527542 a.u.

Geometry as XYZ:
```
48
Properties=species:S:1:pos:R:3:mulliken_charge:R:1
N 4.62275 -0.03199 -1.92540 -0.531
S 3.76582 0.50902 -0.58736 1.215
O 4.69659 0.96729 0.39968 -0.693
O 2.74579 1.41047 -1.05487 -0.663
C 2.97857 -0.98723 -0.03430 0.453
C 3.61030 -1.83140 0.85555 -0.628
C 2.94293 -2.97574 1.26760 -0.726
C 1.66544 -3.25540 0.81313 -0.676
C 1.03387 -2.38490 -0.07453 0.240
N -0.26250 -2.56828 -0.53704 -0.067
C -1.18078 -3.50710 -0.18447 0.615
O -0.96716 -4.50089 0.46300 -0.641
C -2.56692 -3.18789 -0.75519 -0.641
O -2.65092 -1.82497 -1.15855 -0.371
C -3.63219 -1.07661 -0.62555 0.655
O -4.56193 -1.50765 -0.01194 -0.611
C -3.43764 0.38906 -0.99159 -0.693
N -2.14797 0.88175 -0.55585 0.429
C -1.45166 1.87189 -1.23303 0.079
O -1.80232 2.32318 -2.28971 -0.680
C -0.24307 2.23800 -0.40267 0.759
C -0.32619 3.73851 -0.05733 -1.289
C -1.41989 3.96806 0.93807 -0.444
C -1.50166 3.17180 1.99300 -0.570
C -0.48908 2.08122 2.15455 -0.970
C -0.30956 1.32233 0.82336 1.110
C -1.52966 0.45654 0.59759 -0.289
O -1.92536 -0.46236 1.26916 -0.685
C 1.71460 -1.24882 -0.51132 -0.398
H 5.61796 0.03347 -1.78847 0.267
H 4.33436 0.42732 -2.77340 0.272
H 4.59217 -1.57672 1.21837 0.488
H 3.41714 -3.65389 1.95988 0.393
H 1.14045 -4.13486 1.14852 0.545
H -0.62067 -1.81466 -1.11166 0.188
H -3.32404 -3.39726 0.00722 0.405
H -2.75342 -3.82658 -1.62499 0.299
H -3.48790 0.51780 -2.07764 0.425
H -4.24069 0.96509 -0.52010 0.363
H 0.67233 2.07013 -0.97760 0.186
H 0.63420 4.04446 0.36568 0.433
H -0.49435 4.30374 -0.97360 0.497
H -2.11983 4.76967 0.76346 0.421
H -2.27133 3.27685 2.74094 0.425
H -0.78281 1.37321 2.92973 0.487
H 0.47573 2.51553 2.43140 0.455
H 0.57467 0.68483 0.90517 -0.293
H 1.26583 -0.55601 -1.20690 0.456
```

---

# C30H16N3O3PtS8

A molecular structure, C30H16N3O3PtS8 (wB97M-V/def2-TZVPD, the Open Molecules 2025 dataset).

Calculated values
total charge: -1
maximum force: 0.42 eV Å⁻¹
relative energy (zero: lowest compared OMol25 entry of this formula, charge and spin): 5.3 kcal per mole
molecular weight: 918.09 g mol⁻¹
Kohn-Sham gap: 5.49 eV
E_tot: -4847.839516 a.u.

Geometry as XYZ:
```
61
Properties=species:S:1:pos:R:3:mulliken_charge:R:1
Pt -0.12837 0.08137 -1.23905 0.942
S 6.63989 -1.84663 -0.26760 -0.186
C 6.78685 -3.54531 -0.16750 -0.357
C 5.57144 -4.15606 -0.18248 -0.775
C 4.49852 -3.23168 -0.27781 -0.343
C 4.92443 -1.93362 -0.33328 0.328
C 4.08699 -0.72954 -0.38548 1.054
C 2.76369 -0.84623 -0.86056 -0.586
N 1.92135 0.16472 -0.87935 -0.488
C 2.32811 1.35527 -0.37093 -0.494
C 3.63300 1.58828 0.05636 1.142
C 3.97299 2.88954 0.55952 -1.105
C 3.04085 3.85870 0.67130 -0.913
C 1.67334 3.61104 0.31214 0.956
C 0.64115 4.54161 0.48087 -0.793
C -0.65921 4.19545 0.17922 0.856
C -0.90160 2.89132 -0.28892 -0.299
N 0.05866 2.01225 -0.48712 -0.172
C 1.33240 2.35835 -0.20159 0.006
C -1.77560 5.13811 0.34325 0.403
C -1.71114 6.45273 0.72184 -0.423
C -2.98281 7.07626 0.77685 -0.604
C -3.99053 6.22535 0.43804 -0.378
S -3.40432 4.67175 0.05519 -0.144
C 4.52384 0.50620 0.03210 -1.072
H 7.75818 -4.00695 -0.09929 0.431
H 5.43599 -5.22518 -0.11217 0.388
H 3.45722 -3.51811 -0.25637 0.351
H 2.39025 -1.78433 -1.24727 0.474
H 4.99218 3.06811 0.87808 0.410
H 3.30014 4.82862 1.07670 0.415
H 0.88145 5.52042 0.87604 0.363
H -1.90531 2.54160 -0.49523 0.140
H -0.78831 6.96419 0.95258 0.336
H -3.13901 8.10733 1.05769 0.372
H -5.04714 6.43333 0.39930 0.432
H 5.53243 0.64556 0.40270 0.411
S -5.08774 -5.09478 -2.01751 -0.302
C -3.96182 -3.89530 -1.87851 0.098
S -2.27642 -4.13447 -2.15853 -0.118
C -1.76128 -2.49874 -1.85596 0.141
C -2.72201 -1.62914 -1.50909 0.071
S -2.39777 0.06471 -1.23236 -0.405
S -4.33657 -2.27727 -1.41245 -0.113
S -0.10554 -1.99828 -2.10581 -0.561
O 1.57967 -1.18515 5.99371 -0.709
S 2.35503 -1.01399 4.78719 1.231
O 3.77364 -0.79789 4.97603 -0.710
N 1.71190 0.06586 3.79104 -0.624
C 1.28038 -0.48841 2.65281 -0.043
O 0.80945 0.08429 1.66578 -0.449
C 1.48245 -1.99218 2.61075 0.409
C 1.10136 -2.86777 1.60826 0.133
C 1.39880 -4.21442 1.78186 -0.727
C 2.06562 -4.65956 2.92338 -0.376
C 2.43509 -3.77318 3.92958 -0.645
C 2.12068 -2.44054 3.74354 -0.117
H 0.56586 -2.50245 0.73782 0.491
H 1.09860 -4.93469 1.02924 0.438
H 2.28442 -5.71505 3.03283 0.388
H 2.93844 -4.11502 4.82433 0.424
```

---

# C16H28F5NO14S4

4 unconnected molecules or ions with the total composition C16H28F5NO14S4 (wB97M-V/def2-TZVPD, the Open Molecules 2025 dataset).

Calculated values
SMILES string: N#CO[C@H]1C(=O)OC[C@@H]1S(=O)(=O)C(F)(F)C(F)(F)F.CCOS(C)(=O)=O.CCOS(C)(=O)=O.CCOS(C)(=O)=O
total charge: 0
maximum force: 8.97 eV Å⁻¹
molecular weight: 681.65 g mol⁻¹
Kohn-Sham gap: 10.18 eV
E_tot: -3826.387661 a.u.

Geometry as XYZ:
```
68
Properties=species:S:1:pos:R:3:mulliken_charge:R:1
N 0.16836 5.40971 3.06239 -0.395
C 0.06535 5.25251 1.86062 0.421
O 0.33857 5.08726 0.47525 -0.323
C 0.08667 3.71830 0.04148 -0.117
C 0.37929 3.85289 -1.56888 0.411
O 0.66395 4.91018 -2.18324 -0.517
O 0.27536 2.50698 -2.05288 -0.312
C 0.89852 1.68492 -0.99349 -0.579
C 1.19845 2.58606 0.32563 0.039
S 1.09358 1.56643 1.87110 1.243
O 0.63048 2.36417 3.08182 -0.605
O 0.02656 0.49259 1.66172 -0.641
C 2.66321 0.65387 2.30828 0.569
F 2.72510 -0.57638 1.57671 -0.206
F 2.60007 0.34777 3.71249 -0.219
C 4.02306 1.47867 2.08635 0.541
F 4.27399 1.83480 0.72764 -0.205
F 5.09645 0.58419 2.44843 -0.243
F 4.16642 2.59610 2.97089 -0.208
H -1.01096 3.39001 0.07281 0.430
H 0.10857 0.84468 -0.89586 0.320
H 1.86083 1.15824 -1.32163 0.258
H 2.17765 3.17107 0.22939 0.364
C -5.18980 6.39278 5.76056 -0.985
C -5.59840 6.99828 4.43051 -0.327
O -4.55920 7.80558 3.88048 -0.261
S -3.30653 7.07107 3.16415 1.204
C -2.62814 8.50644 2.37979 -0.876
O -3.80432 6.18057 2.14672 -0.660
O -2.38642 6.63025 4.17936 -0.576
H -4.38985 5.66043 5.62985 0.297
H -6.03686 5.88755 6.23036 0.382
H -4.81444 7.16405 6.43777 0.259
H -5.90406 6.22398 3.72057 0.314
H -6.45978 7.65254 4.58481 0.268
H -3.34098 8.87743 1.64412 0.323
H -1.69985 8.21247 1.88867 0.314
H -2.42412 9.26054 3.13980 0.317
C -0.87041 -2.33420 -3.97634 -0.994
C 0.19749 -3.39146 -4.18748 0.002
O 1.50013 -2.81219 -4.27374 -0.323
S 2.23054 -2.34422 -2.90976 1.087
C 3.84903 -2.12073 -3.59203 -1.029
O 2.26385 -3.45347 -1.99136 -0.599
O 1.71522 -1.05442 -2.52607 -0.487
H -0.77310 -1.86784 -2.99307 0.212
H -1.86745 -2.77509 -4.04373 0.420
H -0.78093 -1.53949 -4.72132 0.269
H 0.16299 -4.15150 -3.40143 0.047
H 0.01418 -3.90081 -5.13613 0.288
H 4.22596 -3.08520 -3.93045 0.354
H 4.49155 -1.72074 -2.80678 0.382
H 3.78856 -1.41359 -4.41928 0.338
C -0.13414 -10.51208 -1.59344 -0.992
C -0.78503 -9.14402 -1.50735 -0.337
O 0.13582 -8.15245 -1.05684 -0.276
S 1.22272 -7.57156 -2.10713 1.218
C 1.74952 -6.18682 -1.13899 -0.976
O 0.53154 -7.08504 -3.27453 -0.619
O 2.31571 -8.50417 -2.20433 -0.622
H 0.62031 -10.53942 -2.38302 0.296
H -0.87949 -11.28037 -1.81169 0.389
H 0.36985 -10.76039 -0.65607 0.262
H -1.22694 -8.85517 -2.46565 0.320
H -1.59583 -9.17906 -0.77581 0.278
H 0.91248 -5.50066 -1.01906 0.248
H 2.56320 -5.69584 -1.67121 0.366
H 2.10123 -6.54546 -0.17152 0.455
```